DFT (ωB97M-V/def2-TZVPD) results for ClO3S as an isolated structure at a distorted geometry.

Last column: Mulliken charge in e.
Atoms and positions in Å:
O1 -0.8585 1.3435 -0.2610  -0.50
O2 -1.6229 -0.9149 -0.1150  -0.49
O3 0.9905 -0.7004 -0.1324  -0.49
S1 -0.8975 0.1374 0.5489  0.66
Cl1 2.3884 0.1344 -0.0406  -0.18

Forces on atoms 1 to 2 (eV/Å):
-0.01 0.41 0.71
-0.54 -0.82 0.37

As for the spin multiplicity: 1. The charge is -1. As for the LUMO energy: 3.90 eV. The calculation puts the relative energy (zero: lowest compared OMol25 entry of this formula, charge and spin) at 2.3633 eV. The calculation puts the total energy at -1084.10356 a.u.

DFT (ωB97M-V/def2-TZVPD) results for one molecule with the formula C2H3FN2O2S at a distorted geometry.

Last column: Mulliken charge in e.
Atoms and positions in Å:
N1 -1.7176 1.6600 -1.8207  -0.34
C1 -1.2545 0.7442 -1.3567  0.18
C2 -0.5619 -0.3862 -0.7086  -0.33
S1 0.7634 0.4916 0.2975  0.39
O1 -0.1058 0.6290 1.7084  -0.56
F1 1.8325 0.0130 -1.0616  -0.46
N2 1.3054 -1.1796 0.7932  0.32
O2 1.8205 -1.2565 1.8247  -0.28
H1 -1.2385 -1.0301 -0.1158  0.34
H2 -0.2162 -1.1415 -1.3583  0.38
H3 -0.6273 1.4561 1.7980  0.35

Forces on atoms 1 to 2 (eV/Å):
-1.25 2.30 -1.12
1.24 -3.15 1.11

As for the spin multiplicity: 1. As for the LUMO energy: -1.09 eV. The calculation puts the relative energy (zero: lowest compared OMol25 entry of this formula, charge and spin) at 0.0723 eV. The calculation puts the total energy at -835.88775 a.u. The SMILES is N#CC[S@](O)(F)#[N+][O-].

DFT (ωB97M-V/def2-TZVPD) results for an isolated ion of composition C6H7N5O2 and charge +2 at a distorted geometry.

Last column: Mulliken charge in e.
Atoms and positions in Å:
C1 -2.1435 1.4678 0.0356  -0.55
C2 -2.3993 0.0777 0.0261  0.81
C3 -0.2260 0.3574 0.0638  0.09
C4 3.1809 1.0680 0.0491  0.12
C5 1.1974 0.2305 -0.0240  0.71
C6 3.3230 -0.4424 0.1063  0.28
N1 1.9510 1.4065 -0.0694  -0.41
N2 -1.2182 -0.5768 0.0617  0.56
N3 -0.8161 1.6133 0.0374  0.00
N4 1.9157 -0.8763 -0.0358  -0.06
N5 -1.0398 -1.8948 0.0319  -1.06
O1 4.3320 -1.1107 0.0959  -0.33
O2 -3.4467 -0.6790 0.1051  -0.51
H1 -2.9669 2.1404 0.0614  0.44
H2 4.0769 1.7891 0.0665  0.41
H3 -0.4770 2.5623 -0.0329  0.31
H4 1.7069 -1.8530 -0.0548  0.23
H5 -1.9210 -2.3100 0.3130  0.26
H6 -0.6795 -2.4698 -0.6929  0.27
H7 -4.3498 -0.5002 -0.1438  0.43

Forces on atoms 1 to 2 (eV/Å):
-0.44 -2.38 0.13
-0.53 0.33 0.21

As for the spin multiplicity: 1. The charge is +2. As for the LUMO energy (spin up / spin down): -10.66 / -10.66 eV. The calculation puts the relative energy (zero: lowest compared OMol25 entry of this formula, charge and spin) at 0.0000 eV. The calculation puts the total energy at -656.38395 a.u.

DFT (ωB97M-V/def2-TZVPD) results for C30H25Cl3GaN3P as an isolated structure at a distorted geometry.

Last column: Mulliken charge in e.
Atoms and positions in Å:
Ga1 1.3730 -0.4148 -0.2669  0.09
Cl1 2.1702 -2.3967 -2.5026  -0.07
C1 0.9974 -3.7407 -2.2760  -0.34
Cl2 -0.5690 -3.0172 -1.7914  -0.10
H1 1.4368 -4.3596 -1.4736  0.32
H2 0.8220 -4.3236 -3.1536  0.39
Cl3 3.4470 -1.9810 1.3777  -0.15
C2 2.5261 -2.0000 2.8463  1.07
C3 3.1322 -2.6563 3.9357  -0.66
C4 2.3750 -3.1120 4.9947  -0.50
C5 1.0119 -2.7459 5.0588  -0.68
C6 0.5157 -1.8511 4.1602  -0.96
C7 1.3090 -1.3872 3.0064  -0.05
P1 0.5227 -0.2283 1.8825  1.00
C8 -1.2573 -0.6991 1.7460  0.77
C9 -1.7774 -1.9763 2.0691  -0.59
C10 -3.1581 -2.0945 1.9431  -0.58
C11 -3.9484 -1.0935 1.3825  -0.78
C12 -3.3367 0.0478 0.8206  -0.87
C13 -1.9777 0.2845 1.0381  -0.60
C14 0.7218 1.3583 2.6956  0.83
C15 2.0728 1.6889 2.7496  -0.80
C16 2.3860 3.0092 3.1807  -0.56
C17 1.4002 3.8847 3.5827  -0.69
C18 0.0659 3.4625 3.5601  -0.65
C19 -0.2844 2.1675 3.1672  -0.27
H3 4.1921 -2.9820 3.9055  0.40
H4 2.8183 -3.9104 5.5381  0.41
H5 0.3086 -3.1766 5.7576  0.44
H6 -0.5061 -1.5780 4.2720  0.67
H7 -1.1689 -2.8649 2.3419  0.53
H8 -3.6529 -3.0128 2.2998  0.43
H9 -5.0238 -1.2529 1.3185  0.45
H10 -3.8744 0.7728 0.2111  0.47
H11 -1.4318 1.1943 0.7921  0.51
H12 2.8252 0.9433 2.4520  0.45
H13 3.4211 3.3919 3.1171  0.41
H14 1.6599 4.8300 4.0093  0.50
H15 -0.7523 4.0920 3.7859  0.50
H16 -1.3365 1.9034 3.2809  0.50
C20 0.3750 3.6068 -1.1130  -0.81
C21 1.1408 2.5205 -0.7584  -0.13
N1 0.7588 1.2665 -1.1642  0.53
C22 -0.1612 1.1332 -2.1529  -0.09
C23 -0.9186 2.1606 -2.6151  0.38
C24 -0.7033 3.4414 -2.0496  -0.46
C25 -1.9753 1.9281 -3.5724  -0.63
C26 -2.1187 0.9798 -4.5227  -0.50
C27 -1.0547 0.1316 -5.1314  0.69
C28 -1.3153 -1.0166 -5.9032  -0.46
C29 -0.2825 -1.5000 -6.7183  -0.28
N2 0.9173 -0.9548 -6.7598  -0.35
C30 1.1255 -0.0141 -5.7981  -0.19
N3 0.2107 0.6002 -5.0723  -0.27
H17 0.6222 4.6593 -0.7696  0.46
H18 2.0902 2.5921 -0.2287  0.54
H19 -0.4025 0.1004 -2.4137  0.48
H20 -1.2098 4.3128 -2.4397  0.57
H21 -2.8370 2.6132 -3.4541  0.50
H22 -3.0982 0.7276 -5.0287  0.42
H23 -2.2721 -1.5376 -5.9359  0.45
H24 -0.4555 -2.2843 -7.4536  0.46
H25 2.1088 0.3577 -5.7597  0.48

Forces on atoms 1 to 2 (eV/Å):
0.69 -0.85 -0.37
-0.08 -0.43 -0.50

As for the spin multiplicity: 1. The charge is +3. As for the LUMO energy (spin up / spin down): -10.36 / -13.01 eV. The calculation puts the relative energy (zero: lowest compared OMol25 entry of this formula, charge and spin) at 0.0000 eV. The calculation puts the total energy at -4968.05919 a.u.

DFT (ωB97M-V/def2-TZVPD) results for C49H42IrN3O3PS2 as an isolated structure.

Last column: Mulliken charge in e.
Atoms and positions in Å:
Ir1 -0.4239 -0.7959 -0.1521  2.06
C1 1.3599 -1.3247 -5.0302  -1.03
O1 2.2003 -1.4179 -3.8913  0.06
C2 3.3241 -2.1655 -3.9721  1.20
C3 3.7604 -2.8183 -5.1162  -0.86
C4 4.9435 -3.5505 -5.0834  -0.72
C5 5.6869 -3.6475 -3.9212  -0.70
C6 5.2413 -3.0047 -2.7710  -0.41
C7 4.0760 -2.2626 -2.7863  -0.35
N1 3.6372 -1.5730 -1.6147  0.02
C8 2.3307 -1.6955 -1.2003  0.29
N2 1.8440 -2.9486 -1.3131  0.15
C9 0.5231 -3.4274 -1.3602  0.63
C10 -0.6014 -2.7152 -0.9381  -0.90
C11 -1.8437 -3.3504 -1.0728  -0.81
C12 -1.9695 -4.6332 -1.5773  -0.94
C13 -0.8346 -5.3290 -1.9788  -0.44
C14 0.4008 -4.7228 -1.8765  0.76
O2 1.5612 -5.3793 -2.2422  -0.58
C15 1.7289 -5.5814 -3.6465  -0.68
N3 1.6640 -0.6953 -0.7046  -0.11
C16 2.2763 0.5887 -0.6409  -0.91
C17 2.4256 1.3759 -1.7729  0.20
C18 2.9603 2.6532 -1.6747  -0.83
C19 3.3293 3.1405 -0.4317  -0.82
C20 3.1684 2.3701 0.7118  -0.47
C21 2.6375 1.0895 0.6172  0.77
O3 2.4336 0.2602 1.6654  -0.38
C22 2.3328 0.8507 2.9537  -0.86
H1 0.5301 -0.6883 -4.7340  0.20
H2 0.9793 -2.3085 -5.3165  0.36
H3 1.8868 -0.8738 -5.8742  0.41
H4 3.1935 -2.7531 -6.0337  0.44
H5 5.2786 -4.0484 -5.9839  0.40
H6 6.6024 -4.2220 -3.9011  0.40
H7 5.7938 -3.0728 -1.8427  0.49
H8 4.0222 -0.6490 -1.4750  0.46
H9 2.5132 -3.6454 -1.6109  0.37
H10 -2.7366 -2.8193 -0.7632  0.43
H11 -2.9442 -5.0972 -1.6542  0.42
H12 -0.8964 -6.3381 -2.3661  0.41
H13 1.4435 -6.5996 -3.9169  0.34
H14 2.7800 -5.4226 -3.8878  0.15
H15 1.1192 -4.8758 -4.2139  0.33
H16 2.1003 0.9708 -2.7225  0.46
H17 3.0680 3.2660 -2.5596  0.45
H18 3.7363 4.1392 -0.3407  0.39
H19 3.4394 2.7765 1.6755  0.38
H20 2.0025 0.0609 3.6229  0.07
H21 1.5903 1.6527 2.9463  0.45
H22 3.2965 1.2365 3.2964  0.42
C23 -0.7026 -0.3562 1.7919  -0.16
C24 -0.8767 -0.0903 2.9692  -0.43
C25 -1.0855 0.2194 4.3326  -0.17
C26 -2.0242 1.2907 4.6338  0.13
C27 -2.2539 2.2991 3.6833  0.00
C28 -3.1547 3.3167 3.9381  -0.64
C29 -3.8661 3.3452 5.1317  -0.52
C30 -3.6705 2.3388 6.0700  -0.77
C31 -2.7614 1.3241 5.8281  -0.22
C32 -0.3283 -0.5129 5.3289  0.60
C33 -0.0533 0.0170 6.6020  -0.46
C34 0.7098 -0.6884 7.5147  -0.75
C35 1.2226 -1.9388 7.1910  -0.46
C36 0.9738 -2.4716 5.9310  -0.64
C37 0.2175 -1.7700 5.0112  -0.45
H23 -1.7051 2.2785 2.7478  0.11
H24 -3.3042 4.0896 3.1955  0.47
H25 -4.5753 4.1396 5.3261  0.40
H26 -4.2387 2.3391 6.9917  0.39
H27 -2.6427 0.5274 6.5505  0.59
H28 -0.4127 1.0046 6.8565  0.59
H29 0.9179 -0.2537 8.4843  0.39
H30 1.8183 -2.4872 7.9089  0.38
H31 1.3737 -3.4418 5.6647  0.41
H32 0.0299 -2.1836 4.0285  0.45
S1 -0.3413 2.9889 0.4022  -0.43
P1 -1.6548 2.3616 -0.8843  1.48
S2 -1.2168 0.5768 -1.8911  -0.65
C38 -3.3118 2.1563 -0.1660  0.30
C39 -4.0693 3.3055 0.0587  -0.54
C40 -5.3108 3.2115 0.6662  -0.68
C41 -5.7949 1.9732 1.0688  -0.48
C42 -5.0361 0.8320 0.8635  -0.69
C43 -3.7975 0.9205 0.2430  0.01
C44 -1.9062 3.4975 -2.2780  -0.03
C45 -2.9701 3.2989 -3.1564  -0.40
C46 -3.1340 4.1395 -4.2447  -0.71
C47 -2.2348 5.1771 -4.4615  -0.43
C48 -1.1742 5.3723 -3.5902  -0.62
C49 -1.0072 4.5325 -2.4967  -0.49
H33 -3.6868 4.2725 -0.2464  0.43
H34 -5.8990 4.1056 0.8303  0.42
H35 -6.7608 1.9010 1.5518  0.40
H36 -5.4035 -0.1315 1.1912  0.44
H37 -3.2068 0.0279 0.0831  -0.04
H38 -3.6694 2.4890 -2.9847  0.39
H39 -3.9634 3.9883 -4.9233  0.40
H40 -2.3658 5.8350 -5.3111  0.38
H41 -0.4761 6.1823 -3.7577  0.41
H42 -0.1874 4.6714 -1.8018  0.34

Forces on atoms 1 to 2 (eV/Å):
-0.02 -0.01 -0.18
-0.02 -0.02 -0.01

As for the spin multiplicity: 6. As for the LUMO energy (spin up / spin down): 0.46 / -1.92 eV. The calculation puts the relative energy (zero: lowest compared OMol25 entry of this formula, charge and spin) at 0.0989 eV. The calculation puts the total energy at -3524.34698 a.u.

DFT (ωB97M-V/def2-TZVPD) results for an isolated ion of composition C5H8N and charge +1 at a distorted geometry.

Last column: Mulliken charge in e.
Atoms and positions in Å:
C1 1.8019 -1.1129 0.3653  -0.85
C2 1.0556 0.1128 0.3864  0.38
C3 0.7483 1.3936 0.4360  -0.24
N1 -0.2786 0.5232 -0.0640  -0.03
C4 -1.8654 -0.0269 0.2252  -0.36
C5 -1.3008 0.4597 -1.1008  -0.34
H1 2.2625 -1.4627 -0.5341  0.33
H2 0.9576 -1.7345 0.6727  0.28
H3 2.6417 -1.1077 1.0978  0.31
H4 0.9027 2.4174 0.5104  0.42
H5 -2.4655 0.6890 0.7513  0.27
H6 -1.8409 -0.9920 0.6812  0.28
H7 -1.0026 -0.4519 -1.8447  0.23
H8 -1.6165 1.2930 -1.5826  0.33

Forces on atoms 1 to 2 (eV/Å):
0.03 -0.48 1.90
0.31 3.49 -1.50

As for the spin multiplicity: 1. The charge is +1. As for the LUMO energy: -3.52 eV. The calculation puts the relative energy (zero: lowest compared OMol25 entry of this formula, charge and spin) at 5.5232 eV. The calculation puts the total energy at -249.62217 a.u. The SMILES is CC1=C[N+]12CC2.

Question: What is the spin multiplicity in the third record?
Answer: 1

Please write out number 3 again, unchanged.
DFT (ωB97M-V/def2-TZVPD) results for an isolated ion of composition C6H7N5O2 and charge +2 at a distorted geometry.

Last column: Mulliken charge in e.
Atoms and positions in Å:
C1 -2.1435 1.4678 0.0356  -0.55
C2 -2.3993 0.0777 0.0261  0.81
C3 -0.2260 0.3574 0.0638  0.09
C4 3.1809 1.0680 0.0491  0.12
C5 1.1974 0.2305 -0.0240  0.71
C6 3.3230 -0.4424 0.1063  0.28
N1 1.9510 1.4065 -0.0694  -0.41
N2 -1.2182 -0.5768 0.0617  0.56
N3 -0.8161 1.6133 0.0374  0.00
N4 1.9157 -0.8763 -0.0358  -0.06
N5 -1.0398 -1.8948 0.0319  -1.06
O1 4.3320 -1.1107 0.0959  -0.33
O2 -3.4467 -0.6790 0.1051  -0.51
H1 -2.9669 2.1404 0.0614  0.44
H2 4.0769 1.7891 0.0665  0.41
H3 -0.4770 2.5623 -0.0329  0.31
H4 1.7069 -1.8530 -0.0548  0.23
H5 -1.9210 -2.3100 0.3130  0.26
H6 -0.6795 -2.4698 -0.6929  0.27
H7 -4.3498 -0.5002 -0.1438  0.43

Forces on atoms 1 to 2 (eV/Å):
-0.44 -2.38 0.13
-0.53 0.33 0.21

As for the spin multiplicity: 1. The charge is +2. As for the LUMO energy (spin up / spin down): -10.66 / -10.66 eV. The calculation puts the relative energy (zero: lowest compared OMol25 entry of this formula, charge and spin) at 0.0000 eV. The calculation puts the total energy at -656.38395 a.u.